[1]
38
Properties=species:S:1:pos:R:3 method="wB97M-V/def2-TZVPD" relative_energy_kcal_mol=30.3 orbital_gap_ev="6.420 / 5.647" homo_ev="-6.488 / -8.794" fmax_ev_per_a=6.0 multiplicity=5 total_charge=0 lumo_ev="-0.0679 / -3.1469"
Pt 0.430 -0.344 -0.200
Cl -0.157 -2.569 -0.715
Cl 0.620 1.920 0.452
C 2.184 -0.347 -1.088
H 2.885 0.396 -0.718
H 2.554 -1.322 -1.402
C -1.195 0.616 -0.824
C 0.953 0.229 -1.987
H -1.892 0.870 -0.001
C 0.788 -0.579 -3.251
H 1.020 1.304 -2.133
C -0.441 -0.150 -4.050
H 1.695 -0.475 -3.869
H 0.711 -1.635 -2.965
C -1.692 -0.232 -3.179
H -0.301 0.880 -4.410
H -0.550 -0.791 -4.934
C -1.712 0.934 -2.146
H -2.587 -0.158 -3.811
H -1.731 -1.201 -2.660
H -1.151 1.817 -2.488
H -2.767 1.240 -2.008
C 1.800 -0.135 4.963
N 0.741 -0.451 4.018
C -0.495 -0.780 4.479
C -1.504 -1.084 3.622
C -1.228 -1.055 2.233
N -0.013 -0.709 1.805
C 1.060 -0.483 2.657
O 2.212 -0.312 2.253
N -2.184 -1.335 1.304
H 2.658 0.246 4.411
H 2.093 -1.031 5.525
H 1.445 0.614 5.678
H -0.589 -0.780 5.566
H -2.494 -1.359 3.958
H -3.080 -1.644 1.658
H -1.861 -1.786 0.436

---

[2]
39
Properties=species:S:1:pos:R:3 method="wB97M-V/def2-TZVPD" orbital_gap_ev="7.681 / 6.622" homo_ev="-11.565 / -12.605" fmax_ev_per_a=3.8 multiplicity=5 total_charge=+1 lumo_ev="-3.8842 / -5.9820"
Co 0.679 0.029 -0.554
S 2.141 0.524 1.127
S -1.120 0.088 -2.070
C 2.056 -0.733 2.445
C 1.394 1.953 1.974
C -0.077 2.149 1.671
N -0.335 1.902 0.231
C -1.765 2.009 -0.131
C -1.949 1.645 -1.593
H 1.978 2.821 1.636
H 1.564 1.813 3.046
H -0.363 3.183 1.924
H -0.702 1.461 2.249
H -2.118 3.041 0.034
H -2.331 1.336 0.521
H -1.531 2.426 -2.247
H -3.009 1.516 -1.831
C -2.481 -1.070 -1.758
H 0.126 2.675 -0.261
H -2.756 -1.109 -0.696
H -2.132 -2.054 -2.091
H -3.324 -0.736 -2.376
H 2.446 -1.672 2.041
H 1.034 -0.872 2.809
H 2.710 -0.364 3.241
C 1.948 0.238 -2.021
C 1.475 1.505 -1.631
H 1.557 -0.227 -2.938
H 3.005 0.026 -1.810
H 0.824 2.041 -2.326
H 2.162 2.150 -1.067
S 1.692 -2.045 -0.612
C 0.479 -3.180 -0.200
C 0.640 -4.575 -0.519
N 0.870 -5.680 -0.834
C -0.580 -2.777 0.617
S -0.771 -1.078 0.932
C -1.382 -3.794 1.243
N -2.054 -4.563 1.823

---

[3]
46
Properties=species:S:1:pos:R:3 method="wB97M-V/def2-TZVPD" relative_energy_kcal_mol=0.0 orbital_gap_ev=6.522 homo_ev=-12.585 fmax_ev_per_a=4.5 total_charge=+1 lumo_ev=-6.0635
N -3.176 -1.385 -2.520
C -2.691 -0.340 -1.840
N -3.363 0.859 -1.382
C -2.998 0.833 0.086
N -4.142 0.355 0.874
C -4.452 1.178 1.763
O -4.628 1.743 2.759
C -1.631 0.054 0.102
C -1.318 -1.115 1.081
F -1.193 -2.334 0.446
F -2.218 -1.287 2.076
C 0.077 -0.814 1.804
F 0.538 -2.015 2.262
F -0.259 -0.060 2.896
N -1.384 -0.217 -1.362
H -3.763 -2.047 -2.011
H -2.908 -1.548 -3.487
H -2.755 1.632 -1.688
H -2.750 1.858 0.429
H -0.855 0.827 0.323
H 0.803 -0.298 1.146
H -0.884 -1.083 -1.583
C 1.482 -1.842 4.932
O 2.785 -1.960 5.501
C 3.616 -0.973 5.158
O 3.349 -0.044 4.434
O 4.791 -1.193 5.750
C 5.786 -0.207 5.469
H 0.894 -2.692 5.275
H 0.996 -0.925 5.271
H 1.534 -1.870 3.850
H 5.468 0.773 5.823
H 6.007 -0.176 4.402
H 6.688 -0.496 6.004
C 1.864 -0.083 -4.651
O 1.276 0.688 -5.697
C 0.210 1.399 -5.334
O -0.277 1.436 -4.225
O -0.226 2.064 -6.400
C -1.374 2.882 -6.166
H 2.715 -0.611 -5.074
H 2.217 0.563 -3.847
H 1.153 -0.818 -4.268
H -1.154 3.651 -5.426
H -2.222 2.274 -5.848
H -1.626 3.365 -7.107

---

[4]
48
Properties=species:S:1:pos:R:3 method="wB97M-V/def2-TZVPD" orbital_gap_ev=10.813 homo_ev=-10.288 fmax_ev_per_a=4.7 total_charge=0 lumo_ev=0.5250
C 0.531 0.303 1.625
C -0.512 -0.196 0.584
O 0.136 -0.471 -0.660
C -1.210 -1.485 0.999
O -1.956 -2.048 -0.094
O -3.303 -1.719 0.154
C -3.632 -0.713 -0.728
O -3.147 -0.644 -1.760
O -4.544 0.231 -0.359
P -4.728 0.414 1.283
O -3.481 0.504 2.048
H 1.513 0.001 1.244
H 0.335 -0.047 2.641
H 0.464 1.398 1.645
H -1.221 0.626 0.401
H 0.655 0.300 -0.911
H -1.890 -1.363 1.847
H -0.438 -2.203 1.315
H -5.524 -0.657 1.762
H -5.414 1.647 1.399
C 4.765 5.041 4.146
C 5.209 3.614 4.387
O 4.177 2.855 5.043
C 3.210 2.386 4.260
O 3.131 2.547 3.079
C 2.219 1.562 5.091
F 1.882 2.181 6.233
F 2.742 0.371 5.430
F 1.090 1.325 4.419
H 4.442 5.503 5.080
H 5.579 5.629 3.723
H 3.918 5.079 3.460
H 6.068 3.600 5.056
H 5.512 3.124 3.462
C -0.812 -2.201 -3.550
C -1.918 -2.015 -4.563
O -1.431 -2.203 -5.909
C -1.316 -3.459 -6.321
O -1.575 -4.432 -5.676
C -0.836 -3.487 -7.777
F 0.185 -2.641 -7.986
F -1.826 -3.132 -8.616
F -0.424 -4.705 -8.139
H 0.030 -1.544 -3.777
H -1.171 -1.978 -2.548
H -0.431 -3.223 -3.562
H -2.295 -0.996 -4.515
H -2.759 -2.681 -4.366

---

[5]
43
Properties=species:S:1:pos:R:3 method="wB97M-V/def2-TZVPD" relative_energy_kcal_mol=12.7 orbital_gap_ev=5.494 homo_ev=-4.872 fmax_ev_per_a=0.5 total_charge=0 lumo_ev=0.6226
Pd -0.021 -0.088 -0.250
N 2.310 -1.696 0.981
C 2.837 -0.499 0.694
N 4.160 -0.358 0.766
C 4.599 0.858 0.446
N 5.937 1.058 0.492
N 3.837 1.902 0.101
C 2.531 1.643 0.087
N 1.956 0.476 0.359
C 1.631 2.805 -0.200
C 2.083 4.105 0.007
C 1.198 5.146 -0.204
C -0.096 4.854 -0.613
C -0.444 3.526 -0.798
N 0.398 2.516 -0.602
H 2.932 -2.448 1.214
H 1.308 -1.809 0.853
H 6.535 0.266 0.632
H 6.310 1.921 0.146
H 3.100 4.272 0.329
H 1.509 6.171 -0.047
H -0.823 5.635 -0.794
H -1.442 3.254 -1.128
C -5.272 -2.051 0.197
N -4.169 -1.316 0.811
C -4.585 -0.016 1.304
C -2.948 -1.325 0.112
N -2.295 -0.308 -0.285
N -2.502 -2.636 -0.062
C -1.328 -3.062 -0.684
N -1.051 -4.398 -0.356
N -0.602 -2.283 -1.372
H -6.110 -2.063 0.893
H -4.999 -3.081 -0.014
H -5.602 -1.585 -0.740
H -5.423 -0.150 1.986
H -4.910 0.660 0.500
H -3.770 0.454 1.852
H -2.832 0.535 -0.127
H -2.848 -3.249 0.658
H -1.860 -4.993 -0.255
H -0.377 -4.816 -0.979
H 0.216 -2.783 -1.711

---

[6]
34
Properties=species:S:1:pos:R:3 method="wB97M-V/def2-TZVPD" relative_energy_kcal_mol=76.1 orbital_gap_ev=9.900 homo_ev=-15.822 fmax_ev_per_a=4.5 total_charge=+2 lumo_ev=-5.9219
C 2.060 3.002 2.866
N 1.123 2.729 1.785
C 0.393 1.356 1.780
C 1.396 0.423 0.939
C 0.736 -0.960 0.747
N -0.645 -0.900 0.211
C -0.526 -0.581 -1.350
C -1.391 -1.380 -2.266
C -2.171 -2.094 -3.100
C -1.387 -3.000 -3.877
C 0.027 -3.208 -3.630
N 0.765 -2.459 -2.793
C -0.020 -1.652 -2.206
C -1.506 0.018 0.930
C -0.952 1.406 1.045
H 1.618 3.379 3.802
H 2.653 2.089 3.127
H 2.733 3.791 2.464
H 1.371 2.638 0.827
H 0.429 3.447 1.781
H 0.210 1.120 2.813
H 2.364 0.482 1.428
H 1.462 0.847 -0.066
H 1.481 -1.523 0.083
H 0.592 -1.408 1.831
H -1.012 -1.861 0.046
H -0.588 0.524 -1.373
H -3.247 -1.836 -3.247
H -1.915 -3.840 -4.416
H 0.633 -3.853 -4.290
H -1.830 -0.407 1.871
H -2.393 0.144 0.391
H -0.923 1.708 0.036
H -1.539 1.861 1.812

---

[7]
36
Properties=species:S:1:pos:R:3 method="wB97M-V/def2-TZVPD" relative_energy_kcal_mol=45.2 orbital_gap_ev=8.476 homo_ev=-7.968 fmax_ev_per_a=2.7 total_charge=0 lumo_ev=0.5084
C 7.864 6.569 12.017
C 6.982 6.730 10.950
C 5.804 6.067 11.290
N 5.946 5.561 12.599
C 7.260 5.784 13.003
H 8.888 6.908 12.070
H 7.099 7.212 9.990
H 4.849 5.967 10.796
H 5.310 5.010 13.157
H 7.483 5.380 13.979
C 13.495 9.196 6.131
C 12.374 10.087 5.878
C 11.206 9.382 6.253
N 11.610 8.202 6.779
C 12.999 8.142 6.827
H 14.548 9.279 5.905
H 12.593 11.001 5.347
H 10.170 9.650 6.108
H 10.970 7.544 7.202
H 13.545 7.258 7.120
C 8.360 5.528 5.544
C 8.315 4.644 6.611
C 7.303 5.035 7.413
N 6.731 6.197 6.924
C 7.466 6.579 5.820
H 8.969 5.415 4.660
H 8.775 3.667 6.610
H 6.894 4.499 8.258
H 5.850 6.520 7.298
H 7.025 7.321 5.171
O 11.305 7.819 10.306
H 10.911 7.262 9.635
H 11.309 8.694 9.920
O 9.613 6.929 8.310
H 9.241 6.048 8.357
H 9.165 7.340 7.571

---

[8]
38
Properties=species:S:1:pos:R:3 method="wB97M-V/def2-TZVPD" relative_energy_kcal_mol=262.6 orbital_gap_ev=8.616 homo_ev=-9.482 fmax_ev_per_a=16.3 total_charge=0 lumo_ev=-0.8661
O 4.197 -2.503 4.065
N 3.937 -1.266 4.085
O 4.569 -0.564 4.859
C 2.958 -0.663 3.083
C 2.200 -1.403 1.992
C 1.119 -0.693 1.267
C 1.031 0.819 1.374
C 1.719 1.547 2.279
C 2.693 0.917 3.210
H 2.529 -2.437 1.866
H 0.733 -1.181 0.368
H 0.470 1.186 0.826
H 1.475 2.595 2.307
H 3.301 1.409 3.930
C 0.696 1.913 -4.489
N 0.248 0.713 -3.878
C 0.515 0.652 -2.442
C -0.425 -0.167 -4.480
O -0.865 -1.275 -3.906
H 1.521 2.357 -4.184
H -0.163 2.731 -4.748
H 1.166 1.733 -5.420
H 0.706 -0.390 -2.212
H -0.297 0.919 -1.928
H 1.430 1.191 -2.374
H -0.434 0.183 -5.507
C -3.556 -1.357 1.889
N -2.879 -0.545 0.908
C -2.927 -0.939 -0.529
C -2.514 0.660 1.288
O -1.917 1.486 0.506
H -3.272 -1.465 2.841
H -3.627 -2.418 1.620
H -4.619 -1.157 1.844
H -2.586 -2.028 -0.685
H -2.450 -0.342 -1.046
H -3.889 -1.080 -1.079
H -2.786 0.875 2.505

---

[9]
36
Properties=species:S:1:pos:R:3 method="wB97M-V/def2-TZVPD" relative_energy_kcal_mol=19.0 orbital_gap_ev=9.250 homo_ev=-8.712 fmax_ev_per_a=4.5 total_charge=0 lumo_ev=0.5380
C -2.292 1.090 1.875
C -1.477 1.329 0.574
C -2.329 1.229 -0.717
C -0.772 2.629 0.583
C 0.547 2.387 1.320
C 0.952 0.958 1.000
C -0.326 0.324 0.413
C -0.355 -1.031 0.043
C 0.893 -1.800 0.042
C 1.750 -1.624 -1.229
N 1.733 -2.749 -2.080
C 3.150 -1.050 -0.967
O 3.996 -1.632 -0.340
O 3.425 0.228 -1.388
C -1.468 -1.844 -0.491
O -2.405 -1.962 0.289
O -1.417 -2.435 -1.664
H -1.571 1.415 2.736
H -3.106 1.682 2.064
H -2.556 0.021 2.003
H -1.680 1.048 -1.619
H -3.004 0.403 -0.615
H -2.976 2.181 -0.797
H -1.367 3.345 1.191
H -0.724 3.135 -0.373
H 0.523 2.470 2.423
H 1.255 3.181 1.136
H 1.230 0.448 1.959
H 1.707 0.921 0.271
H 0.572 -2.879 0.102
H 1.494 -1.517 0.924
H 1.374 -0.749 -1.697
H 2.440 -3.450 -1.812
H 0.760 -3.126 -2.323
H 4.306 0.273 -0.956
H -2.282 -2.851 -1.881

---

[10]
33
Properties=species:S:1:pos:R:3 method="wB97M-V/def2-TZVPD" relative_energy_kcal_mol=21.8 orbital_gap_ev=9.498 homo_ev=-8.755 fmax_ev_per_a=2.8 total_charge=0 lumo_ev=0.7438
C 5.590 -0.290 0.397
C 4.530 -0.644 -0.628
C 3.275 -1.298 -0.037
C 2.533 -0.454 1.005
N 2.475 0.926 0.660
C 1.556 1.237 -0.464
C 0.047 0.836 -0.435
C -0.468 -0.260 -1.181
C -1.838 -0.525 -1.242
C -2.719 0.184 -0.380
S -4.422 -0.178 -0.166
C -4.506 -1.371 1.215
C -2.206 1.264 0.364
C -0.875 1.543 0.302
H 6.515 0.120 -0.024
H 5.856 -1.151 1.029
H 5.193 0.465 1.113
H 4.883 -1.330 -1.386
H 4.223 0.229 -1.213
H 3.331 -2.349 0.352
H 2.621 -1.386 -0.856
H 3.054 -0.446 1.979
H 1.523 -0.919 1.184
H 2.275 1.488 1.530
H 2.086 0.780 -1.289
H 1.611 2.320 -0.546
H 0.172 -0.950 -1.712
H -2.206 -1.302 -1.939
H -4.427 -0.864 2.219
H -3.826 -2.304 1.145
H -5.514 -1.708 1.176
H -2.889 1.861 0.939
H -0.576 2.476 0.840

---

[11]
33
Properties=species:S:1:pos:R:3 method="wB97M-V/def2-TZVPD" relative_energy_kcal_mol=30.0 orbital_gap_ev=9.191 homo_ev=-8.351 fmax_ev_per_a=3.8 total_charge=0 lumo_ev=0.8391
C -1.228 2.437 0.811
C -1.604 1.093 0.245
C -2.854 0.943 -0.222
C -3.398 -0.248 -0.625
C -2.599 -1.357 -0.602
C -1.275 -1.291 -0.271
C -0.839 -0.081 0.178
C 0.662 -0.211 0.652
C 1.003 0.564 1.947
Si 1.664 0.559 -0.836
C 3.499 0.248 -0.606
N 1.362 -0.141 -2.344
C 0.812 -1.735 0.870
C -0.227 -2.340 -0.144
H -0.246 2.895 0.449
H -2.045 3.089 0.358
H -1.298 2.419 1.878
H -3.563 1.792 -0.246
H -4.382 -0.165 -0.909
H -3.047 -2.286 -0.854
H 0.044 0.505 2.459
H 1.055 1.667 1.827
H 1.742 -0.014 2.569
H 1.419 1.947 -1.168
H 3.933 -0.625 -1.053
H 4.027 0.964 -1.133
H 3.756 0.146 0.535
H 1.427 -1.156 -2.404
H 0.579 0.147 -2.905
H 0.237 -1.947 1.800
H 1.806 -2.149 0.646
H -0.665 -3.219 0.271
H 0.245 -2.450 -1.177

---

[12]
53
Properties=species:S:1:pos:R:3 method="wB97M-V/def2-TZVPD" relative_energy_kcal_mol=282.6 orbital_gap_ev=1.444 homo_ev=-8.534 fmax_ev_per_a=4.7 total_charge=0 lumo_ev=-7.0905
Mg -1.102 -1.052 -0.208
O 2.332 2.033 2.332
C 3.019 2.971 2.784
O 4.293 3.263 2.418
B 4.700 4.531 3.003
O 3.602 4.864 4.003
C 2.583 4.089 3.826
O 1.517 4.138 4.434
O 5.028 5.524 1.909
C 6.308 5.814 1.853
O 6.901 6.537 1.022
C 6.936 5.214 3.079
O 6.002 4.397 3.677
O 8.089 5.430 3.529
As 1.383 1.911 -4.671
F 2.250 2.512 -6.161
F 2.822 0.930 -4.219
F 0.591 1.170 -3.225
F -0.185 2.725 -5.031
F 0.745 0.421 -5.593
F 1.936 3.312 -3.762
C 1.715 -3.230 -0.982
O 0.318 -3.203 -1.462
C 0.128 -3.924 -2.700
C -1.438 -3.916 -3.025
O -2.070 -2.794 -2.371
C -3.276 -2.319 -2.989
H 2.091 -4.249 -0.883
H 1.810 -2.808 0.019
H 2.419 -2.802 -1.696
H 0.596 -4.907 -2.658
H 0.666 -3.501 -3.548
H -1.942 -4.836 -2.729
H -1.462 -3.899 -4.115
H -4.080 -3.050 -2.896
H -3.032 -2.170 -4.040
H -3.675 -1.461 -2.447
C -2.608 -3.673 2.472
O -2.838 -2.332 2.130
C -4.082 -1.845 2.587
C -4.112 -0.304 2.513
O -3.460 0.118 1.287
C -3.899 1.406 0.946
H -2.634 -3.820 3.552
H -1.648 -4.021 2.090
H -3.340 -4.365 2.057
H -4.361 -2.208 3.576
H -4.812 -2.197 1.858
H -3.611 0.002 3.431
H -5.119 0.109 2.462
H -4.954 1.657 1.063
H -3.630 1.659 -0.079
H -3.415 2.149 1.580

---

Number 1: total energy -1747.6455 Ha. Number 2: total energy -3608.1015 Ha. Number 3: total energy -1613.4853 Ha. Number 4: total energy -2161.5559 Ha. Number 5: total energy -1198.9167 Ha. Number 6: total energy -632.1473 Ha. Number 7: total energy -783.3446 Ha. Number 8: total energy -933.5084 Ha. Number 9: total energy -824.3284 Ha. Number 10: total energy -921.5527 Ha. Number 11: total energy -812.8917 Ha. Number 12: total energy -4432.0467 Ha.